# C25H30N6O2Ru

C25H30N6O2Ru as an isolated structure (ωB97M-V/def2-TZVPD, OMol25).

Each line ends with the natural charge from an NBO analysis.
Positions of all 64 atoms, in Å:
Ru1 -0.6467 0.0076 -0.1499  1.1465
C1 -3.2964 1.4712 -0.7791  -0.4204
N1 -2.5949 0.3118 -1.3629  -0.4032
C2 -3.3772 -0.9184 -1.1556  -0.2310
C3 -3.3331 -1.3596 0.3018  -0.4235
C4 -2.3906 -2.5150 0.4660  -0.2336
N2 -1.0850 -2.1328 -0.0959  -0.4985
C5 -0.2439 -3.0956 -0.2441  0.2298
C6 1.0535 -3.0471 -0.8144  -0.2798
C7 1.7123 -4.2740 -1.0597  -0.1125
C8 2.9323 -4.3199 -1.6720  -0.2715
C9 3.5366 -3.1077 -2.0497  -0.1496
C10 2.9206 -1.9038 -1.8178  -0.2458
C11 1.6568 -1.8344 -1.1898  0.4067
O1 1.1303 -0.6595 -0.9994  -0.7115
C12 -2.3423 0.5295 -2.8126  -0.2234
C13 -0.9530 0.0887 -3.2239  -0.4188
C14 0.0320 1.1868 -2.9054  -0.2344
N3 -0.0108 1.5432 -1.4793  -0.4253
C15 0.8105 2.4331 -1.0679  0.2304
C16 0.8745 2.9663 0.2545  -0.2891
C17 1.8050 3.9830 0.5365  -0.1211
C18 1.8490 4.5835 1.7687  -0.2677
C19 0.9538 4.1507 2.7563  -0.1381
C20 0.0390 3.1531 2.5018  -0.3017
C21 -0.0377 2.5468 1.2374  0.4686
O2 -0.9648 1.6392 1.0249  -0.7238
H1 -4.2549 1.6267 -1.2840  0.1976
H2 -2.6770 2.3574 -0.8851  0.2296
H3 -3.4770 1.3183 0.2811  0.2217
H4 -2.9467 -1.6828 -1.8039  0.2147
H5 -4.4136 -0.7590 -1.4714  0.2090
H6 -4.3229 -1.6114 0.6804  0.2433
H7 -2.9602 -0.5344 0.9180  0.2102
H8 -2.7748 -3.4030 -0.0435  0.2041
H9 -2.2888 -2.7663 1.5252  0.2097
H10 -0.5719 -4.0946 0.0549  0.1877
H11 1.2217 -5.1947 -0.7636  0.2145
H12 3.4193 -5.2640 -1.8679  0.2296
H13 4.5057 -3.1206 -2.5325  0.2243
H14 3.3778 -0.9667 -2.1101  0.2132
H15 -2.4597 1.5943 -3.0180  0.2121
H16 -3.1022 0.0043 -3.3961  0.2128
H17 -0.9160 -0.1210 -4.2936  0.2394
H18 -0.6823 -0.8305 -2.7012  0.2229
H19 -0.2332 2.0745 -3.4870  0.2042
H20 1.0398 0.8867 -3.1957  0.2223
H21 1.5008 2.8733 -1.7929  0.1894
H22 2.4852 4.3034 -0.2451  0.2151
H23 2.5478 5.3826 1.9701  0.2280
H24 0.9803 4.6088 3.7371  0.2251
H25 -0.6523 2.8130 3.2624  0.2256
N4 3.5408 0.3864 3.3009  -0.7753
C22 2.2280 0.1076 3.1392  0.3707
C23 1.6810 -0.1426 1.8631  -0.0148
N5 0.4114 -0.4606 1.7300  -0.3752
C24 -0.3657 -0.5151 2.8210  -0.0646
C25 0.1765 -0.2291 4.0548  0.0459
N6 1.4587 0.0824 4.2217  -0.4222
H26 4.1780 0.4068 2.5278  0.4033
H27 3.8861 0.5441 4.2309  0.4183
H28 2.2783 -0.0831 0.9607  0.2283
H29 -1.4056 -0.7794 2.7003  0.2078
H30 -0.4420 -0.2386 4.9438  0.2139

Forces on atoms 1 to 3 (eV/Å):
0.23 -0.79 -0.74
-0.14 0.10 -0.11
0.85 0.14 0.42

Total charge = +1
Expectation value of S² = 0.76
Spin multiplicity = 2
Electronic energy = -42024.015 eV

# C25H31Br2N3O6SSi

A 2-piece molecular cluster, C25H31Br2N3O6SSi overall (ωB97M-V/def2-TZVPD, OMol25).

Each line ends with the natural charge from an NBO analysis.
Positions of all 69 atoms, in Å:
H1 -1.6348 3.3986 1.1841  0.3318
N1 -1.4416 3.4640 0.1682  -0.6412
C1 -1.0737 2.2659 -0.2590  0.3345
C2 -0.6951 2.1122 -1.8059  -0.6922
C3 -1.0590 1.0649 0.8094  -0.5017
C4 0.3913 0.3526 0.9362  -0.0413
C5 0.4016 -1.1715 1.2122  0.3043
O1 -0.8174 -1.8931 1.3842  -0.5540
C6 -1.3556 -1.5771 2.7065  -0.0775
C7 -1.2928 -2.7808 3.7676  -0.6545
C8 1.7828 -1.9505 1.3082  0.0380
C9 1.6614 -3.5545 1.5471  -0.4827
C10 1.6586 -4.1911 0.0346  -0.0727
O2 1.0317 -5.4948 -0.0461  -0.8639
Si1 -0.6960 -5.4276 -0.1690  1.8808
C11 -1.2160 -7.0391 -1.1286  -1.1328
C12 -1.6273 -5.5124 1.5115  -1.1640
C13 -1.3921 -3.9648 -1.1871  -1.1724
C14 3.1663 -1.2294 1.1806  -0.1002
C15 4.5511 -1.9897 1.2954  -0.1420
Br1 5.1853 -2.7385 3.0494  0.0494
C16 5.4457 -2.1625 0.1797  -0.0258
C17 5.0784 -1.5716 -1.2598  -0.6813
Br2 7.1860 -3.1280 0.4181  0.0626
C18 3.1514 0.3405 0.8979  0.1272
N2 4.3610 1.1491 0.7447  -0.5632
S1 3.6741 2.6966 0.4083  0.8317
N3 1.9563 2.5076 0.4582  -0.5525
C19 1.7562 1.1066 0.7586  0.0973
H2 -0.1886 1.0975 -2.0385  0.2230
H3 -1.6530 2.1967 -2.4286  0.2475
H4 0.0062 2.9497 -2.1882  0.2513
H5 -1.4514 1.3695 1.8508  0.2353
H6 -1.7672 0.2552 0.4036  0.2474
H7 -2.4560 -1.2842 2.5816  0.1960
H8 -0.7527 -0.7037 3.1555  0.1968
H9 -2.0510 -3.6036 3.4932  0.2280
H10 -0.2395 -3.1791 3.9712  0.2211
H11 -1.6681 -2.3542 4.7808  0.2247
H12 2.6599 -3.8529 2.0420  0.2465
H13 0.7425 -3.8432 2.1562  0.2418
H14 1.2995 -3.4344 -0.7498  0.1825
H15 2.7831 -4.3650 -0.1993  0.1976
H16 -2.3469 -7.2171 -1.1032  0.2414
H17 -0.6140 -7.8918 -0.6410  0.2423
H18 -0.8091 -6.8828 -2.2046  0.2368
H19 -0.9698 -5.3481 2.4314  0.2425
H20 -2.5481 -4.8073 1.4764  0.2389
H21 -2.0807 -6.5772 1.6156  0.2466
H22 -2.0159 -3.2375 -0.5431  0.2531
H23 -0.6096 -3.4071 -1.8284  0.2430
H24 -2.1460 -4.4034 -1.9554  0.2480
H25 5.8679 -1.7564 -2.0633  0.2477
H26 4.8697 -0.4475 -1.1321  0.2527
H27 4.1017 -2.0708 -1.6374  0.2361
O3 -2.0481 10.3868 -2.7036  -0.5363
C20 -2.2107 9.2145 -2.4071  0.4715
C21 -1.3342 8.5131 -1.4632  -0.3756
C22 -1.5354 7.2240 -1.1772  0.3084
O4 -0.7317 6.5581 -0.3008  -0.6519
C23 -2.6460 6.4554 -1.8030  0.4633
O5 -2.7835 5.2786 -1.5291  -0.5010
C24 -3.5382 7.1620 -2.7292  -0.3617
C25 -3.3396 8.4509 -3.0127  0.2960
O6 -4.1614 9.1223 -3.8694  -0.6414
H28 -0.5298 9.0828 -1.0175  0.2436
H29 -1.0827 5.6397 -0.2665  0.5293
H30 -4.3517 6.5957 -3.1629  0.2423
H31 -3.8076 10.0329 -3.9081  0.5032

Forces on atoms 1 to 3 (eV/Å):
0.06 0.06 -0.64
1.22 -3.03 -0.51
-0.43 2.33 1.21

SMILES string = [H]/N=C(/C)Cc1c(OCC)c(CCO[Si](C)(C)C)c(/C(Br)=C(\C)Br)c2nsnc12.O=C1C=C(O)C(=O)C=C1O
Electronic energy = -201973.074 eV

# C25H31BrF3O2PS

A 3-piece molecular cluster, C25H31BrF3O2PS overall (ωB97M-V/def2-TZVPD, OMol25).

Each line ends with the natural charge from an NBO analysis.
Positions of all 64 atoms, in Å:
C1 0.3012 0.5816 1.2576  -0.9483
P1 1.1131 -0.6022 0.1220  1.1129
C2 1.8785 0.7872 -0.9432  -0.7708
C3 2.9197 1.6793 -0.2605  -0.4350
C4 4.2279 0.9980 0.0982  -0.4219
Br1 5.2391 0.4698 -1.4721  -0.0214
C5 0.2207 -1.3544 -1.2850  -0.7134
C6 -1.3112 -1.2189 -1.1694  -0.4219
C7 -1.8284 0.1530 -1.6211  -0.4487
C8 -2.5710 0.9755 -0.5893  0.0727
C9 -2.8336 2.3165 -0.8705  -0.2516
C10 -3.4925 3.1325 0.0379  -0.1910
C11 -3.9134 2.6308 1.2667  -0.2249
C12 -3.6812 1.2882 1.5494  -0.1990
C13 -3.0217 0.4748 0.6304  -0.2660
S1 0.4672 -2.2988 1.5639  1.9701
O1 -0.9082 -2.2212 1.9820  -0.9590
O2 1.4492 -2.2731 2.6195  -0.9657
F1 0.6531 -3.7310 0.8635  -0.5156
H1 0.0533 1.4445 0.6521  0.2529
H2 1.0344 0.8966 1.9913  0.2647
H3 -0.6122 0.2182 1.7116  0.2814
H4 2.4182 -1.0558 0.3521  0.0136
H5 1.1246 1.4233 -1.4044  0.2266
H6 2.3991 0.2851 -1.7604  0.2248
H7 3.1667 2.4784 -0.9573  0.2219
H8 2.5543 2.1740 0.6393  0.2109
H9 4.1193 0.1466 0.7578  0.2123
H10 4.8622 1.7033 0.6208  0.2248
H11 0.5399 -0.9178 -2.2220  0.2410
H12 0.4538 -2.4152 -1.3478  0.2610
H13 -1.6351 -1.4846 -0.1713  0.2366
H14 -1.7344 -1.9784 -1.8208  0.2225
H15 -2.4697 0.0505 -2.4927  0.2244
H16 -0.9770 0.7413 -1.9584  0.2095
H17 -2.5183 2.7377 -1.8155  0.2103
H18 -3.6586 4.1685 -0.2154  0.2112
H19 -4.4096 3.2833 1.9651  0.2155
H20 -4.0089 0.8627 2.4847  0.2176
H21 -2.8720 -0.5591 0.8972  0.2240
F2 0.0261 3.0249 -3.4816  -0.3342
C14 -0.4854 3.5143 -4.6325  0.3957
C15 -1.2438 2.6824 -5.4302  -0.2888
C16 -1.7714 3.1896 -6.6087  -0.1867
C17 -1.5300 4.5073 -6.9721  -0.2278
C18 -0.7613 5.3229 -6.1532  -0.1861
C19 -0.2342 4.8281 -4.9693  -0.2858
H22 -1.4143 1.6569 -5.1300  0.2271
H23 -2.3725 2.5534 -7.2438  0.2194
H24 -1.9410 4.8977 -7.8931  0.2187
H25 -0.5694 6.3489 -6.4362  0.2195
H26 0.3624 5.4477 -4.3133  0.2308
F3 2.6561 -5.3982 8.2734  -0.3318
C20 2.1257 -5.3639 7.0309  0.3956
C21 1.6435 -6.5332 6.4799  -0.2956
C22 1.0974 -6.4915 5.2047  -0.1921
C23 1.0474 -5.2946 4.5030  -0.2324
C24 1.5412 -4.1302 5.0752  -0.1899
C25 2.0829 -4.1619 6.3536  -0.2906
H27 1.6979 -7.4556 7.0427  0.2248
H28 0.7096 -7.3981 4.7592  0.2124
H29 0.6233 -5.2673 3.5077  0.2165
H30 1.5025 -3.2026 4.5236  0.2485
H31 2.4688 -3.2672 6.8241  0.2238

Forces on atoms 1 to 3 (eV/Å):
-0.14 -0.34 -0.16
1.03 2.36 -2.31
0.26 -0.24 0.40

SMILES string = C[PH](CCCBr)(CCCc1ccccc1)S(=O)(=O)F.Fc1ccccc1.Fc1ccccc1
Electronic energy = -128841.041 eV

no.,largest force on an atom (hartree/bohr)
1,0.0215
2,0.1239
3,0.0673